DFT (ωB97M-V/def2-TZVPD) results for 12 unconnected molecules or ions with the total composition C46H122N10O22 at a distorted geometry.

The geometry in XYZ format:
```
200
Properties=species:S:1:pos:R:3:mulliken_spin:R:1
C -4.11 -2.81 1.69 0.017
O -5.15 -3.19 2.15 -0.003
N -3.33 -3.60 1.06 0.005
N -3.69 -1.62 1.67 -0.003
H -3.71 -4.53 0.99 0.001
H -2.37 -3.43 0.79 -0.015
H -2.76 -1.58 1.27 -0.002
H -4.29 -0.84 1.89 0.002
C 0.91 -3.43 -1.95 7.911
O 0.36 -2.64 -1.21 -4.473
N 0.51 -3.62 -3.18 -1.166
N 1.81 -4.24 -1.48 -1.761
H -0.37 -3.21 -3.47 0.230
H 1.01 -4.37 -3.63 -0.209
H 2.25 -4.94 -2.05 0.227
H 2.13 -4.03 -0.55 0.214
C 8.64 -6.47 0.64 0.048
O 7.39 -6.08 1.22 -0.154
C 6.17 -6.43 0.47 0.848
C 4.93 -5.86 1.24 -0.642
N 4.89 -4.46 1.51 -0.139
C 3.61 -3.91 1.83 0.152
C 3.79 -2.44 2.11 -0.077
O 2.83 -1.98 2.98 -0.016
C 2.97 -0.56 3.11 0.023
H 8.97 -5.73 -0.09 -0.026
H 8.57 -7.30 -0.06 -0.002
H 9.41 -6.65 1.38 0.001
H 6.09 -7.49 0.24 0.138
H 6.29 -6.03 -0.53 -0.102
H 4.78 -6.37 2.19 -0.047
H 4.10 -6.03 0.55 -0.013
H 5.27 -3.89 0.77 0.113
H 3.07 -4.38 2.65 -0.005
H 3.13 -4.00 0.86 0.228
H 3.82 -1.96 1.13 0.069
H 4.72 -2.22 2.63 0.029
H 2.20 -0.29 3.83 0.005
H 2.78 -0.10 2.14 -0.007
H 3.96 -0.22 3.41 -0.002
C 0.22 -3.50 1.96 -0.044
O 0.66 -4.49 1.04 0.192
C 0.52 -5.84 1.46 0.211
C 0.90 -6.80 0.29 -0.574
N 0.65 -8.16 0.71 -0.046
C 1.05 -9.03 -0.45 0.513
C 0.31 -10.35 -0.49 -0.185
O -1.11 -10.08 -0.49 -0.050
C -1.82 -9.82 -1.76 0.208
H -0.83 -3.24 1.84 0.002
H 0.69 -2.55 1.68 -0.015
H 0.38 -3.68 3.02 0.002
H -0.51 -6.04 1.75 0.008
H 1.21 -6.02 2.29 0.009
H 1.88 -6.64 -0.17 0.027
H 0.15 -6.56 -0.46 0.012
H -0.34 -8.33 0.81 0.012
H 2.12 -9.24 -0.50 0.099
H 0.66 -8.63 -1.38 0.108
H 0.59 -10.95 0.38 0.002
H 0.50 -10.89 -1.41 -0.022
H -1.57 -8.87 -2.24 -0.037
H -2.88 -10.02 -1.62 -0.004
H -1.58 -10.45 -2.62 -0.028
C -8.44 -1.54 -0.99 0.002
O -7.59 -0.56 -1.57 -0.002
C -6.27 -0.47 -1.06 -0.003
C -5.63 0.89 -1.35 0.001
N -5.63 1.01 -2.78 0.003
C -5.55 2.42 -3.19 -0.002
C -5.60 2.68 -4.64 -0.002
O -6.93 2.58 -5.21 0.000
C -7.05 2.77 -6.66 0.001
H -9.30 -1.59 -1.67 0.000
H -8.76 -1.34 0.03 0.000
H -7.96 -2.52 -0.96 0.000
H -5.59 -1.28 -1.32 0.005
H -6.16 -0.65 0.01 -0.001
H -4.68 0.93 -0.82 0.002
H -6.22 1.66 -0.87 -0.001
H -6.50 0.63 -3.11 0.000
H -4.64 2.89 -2.81 0.002
H -6.26 3.03 -2.63 0.000
H -5.01 1.89 -5.10 0.003
H -5.15 3.65 -4.82 -0.002
H -7.92 2.37 -7.18 0.000
H -6.19 2.36 -7.18 0.000
H -7.13 3.85 -6.84 0.000
C 3.57 8.78 -4.01 0.000
O 3.07 7.72 -3.17 0.000
C 2.79 6.50 -3.87 0.000
C 2.62 5.37 -2.80 -0.004
N 1.44 5.60 -1.96 0.001
C 1.64 5.09 -0.62 -0.002
C 0.36 5.51 0.22 -0.003
O 0.42 6.86 0.66 0.000
C -0.35 7.24 1.73 0.000
H 4.59 8.52 -4.29 0.000
H 3.81 9.66 -3.41 0.000
H 3.04 9.00 -4.94 0.000
H 3.68 6.26 -4.46 0.000
H 2.02 6.54 -4.64 0.000
H 3.60 5.31 -2.31 -0.001
H 2.53 4.37 -3.22 0.001
H 1.47 6.60 -1.80 0.000
H 2.46 5.57 -0.09 0.000
H 1.68 4.01 -0.73 0.001
H 0.40 4.69 0.94 0.002
H -0.59 5.32 -0.28 0.001
H 0.00 8.23 2.01 0.000
H -0.22 6.53 2.55 0.000
H -1.42 7.37 1.54 0.000
C 0.46 1.95 -4.47 0.004
O 1.72 1.40 -4.03 -0.032
C 1.56 0.04 -3.58 0.174
C 2.65 -0.42 -2.62 -0.329
N 3.94 -0.09 -3.19 -0.014
C 4.99 -0.18 -2.16 0.266
C 5.98 0.97 -2.26 -0.014
O 5.23 2.15 -2.64 -0.026
C 6.04 3.27 -2.67 0.004
H 0.19 1.48 -5.41 0.002
H 0.51 2.97 -4.85 0.001
H -0.34 1.87 -3.73 -0.004
H 1.56 -0.65 -4.43 0.070
H 0.71 -0.05 -2.90 0.004
H 2.56 -1.50 -2.55 0.094
H 2.55 -0.03 -1.61 -0.018
H 3.79 0.88 -3.41 0.002
H 5.56 -1.09 -2.30 -0.091
H 4.63 0.06 -1.16 0.057
H 6.72 0.80 -3.05 -0.010
H 6.51 1.18 -1.34 -0.012
H 6.88 3.21 -3.37 0.000
H 6.55 3.52 -1.74 -0.001
H 5.52 4.19 -2.91 0.001
C 4.60 2.36 7.86 0.000
O 3.73 2.83 6.84 0.000
C 4.11 2.31 5.58 0.002
C 2.99 2.59 4.58 -0.006
N 1.77 1.98 5.11 -0.001
C 0.62 2.06 4.10 0.006
C 0.27 3.55 3.73 -0.001
O 0.25 4.33 4.90 0.000
C -0.97 4.28 5.59 0.000
H 4.57 3.04 8.71 0.000
H 5.64 2.28 7.54 0.000
H 4.26 1.38 8.17 0.000
H 4.21 1.23 5.67 0.003
H 5.06 2.74 5.28 -0.001
H 3.32 2.20 3.62 0.002
H 2.91 3.67 4.45 0.000
H 1.71 2.13 6.11 0.000
H -0.25 1.49 4.40 0.001
H 0.90 1.62 3.14 -0.001
H -0.73 3.60 3.30 -0.001
H 0.95 4.05 3.05 0.000
H -1.19 3.29 6.00 0.000
H -1.88 4.54 5.04 0.000
H -0.91 4.97 6.43 0.000
C -0.59 0.02 0.78 -0.347
C -1.44 1.17 0.32 -0.029
O -0.89 2.46 0.61 0.039
O -1.24 -1.16 0.50 -0.554
H -0.39 0.00 1.85 -0.004
H 0.42 0.00 0.37 0.083
H -2.43 1.18 0.76 0.000
H -1.55 1.04 -0.76 0.001
H -1.60 3.05 0.88 0.002
H -0.73 -1.68 -0.13 -0.002
C -5.09 5.27 0.08 0.002
C -4.33 4.40 1.12 0.004
O -3.07 4.07 0.52 0.006
O -4.36 6.42 -0.28 0.001
H -6.09 5.48 0.46 0.001
H -5.22 4.76 -0.88 -0.001
H -4.80 3.46 1.40 0.000
H -4.24 5.05 2.00 0.000
H -2.70 4.73 -0.06 -0.001
H -4.81 6.81 -1.04 -0.001
C -2.42 -0.04 -3.65 -0.032
C -2.30 -1.27 -2.64 -0.178
O -2.28 -2.57 -3.27 -0.117
O -3.64 -0.12 -4.29 -0.015
H -1.54 -0.09 -4.29 0.030
H -2.36 0.80 -2.95 -0.004
H -3.17 -1.36 -1.98 0.041
H -1.39 -1.12 -2.06 0.079
H -3.10 -2.75 -3.75 0.067
H -4.37 0.26 -3.80 0.005
C -3.61 0.54 4.92 0.000
C -3.78 1.41 3.70 0.001
O -4.65 0.80 2.79 -0.003
O -4.71 0.56 5.78 0.000
H -2.75 0.93 5.46 -0.001
H -3.47 -0.51 4.65 0.000
H -2.83 1.50 3.16 -0.002
H -4.02 2.43 3.98 0.001
H -5.43 0.65 3.33 0.001
H -5.27 -0.14 5.45 0.001
```

Values from the calculation:
HOMO level (spin up / spin down) in eV: 0.33 / -5.98
Net charge: -1
Multiplicity: 2
<S²>: 0.751

=====

DFT (ωB97M-V/def2-TZVPD) results for 12 unconnected molecules or ions with the total composition C46H122N6O18 at a distorted geometry.

The geometry in XYZ format:
```
192
Properties=species:S:1:pos:R:3:lowdin_charge:R:1
C -3.47 -0.85 -7.42 -0.088
O -3.78 0.41 -6.89 -0.215
C -5.12 0.66 -6.61 -0.213
C -5.91 -0.50 -5.96 -0.257
N -5.34 -0.75 -4.72 -0.080
C -5.83 -1.93 -4.03 -0.135
C -4.88 -2.31 -2.81 -0.160
O -5.48 -1.94 -1.56 -0.186
C -4.87 -2.50 -0.42 -0.119
H -4.07 -1.73 -7.18 0.063
H -2.44 -1.01 -7.09 0.076
H -3.56 -0.59 -8.47 0.099
H -5.62 0.95 -7.53 0.116
H -5.03 1.56 -6.00 0.123
H -5.97 -1.37 -6.61 0.091
H -6.93 -0.13 -5.82 0.125
H -4.34 -0.60 -4.73 0.113
H -5.87 -2.71 -4.78 0.097
H -6.80 -1.73 -3.56 0.120
H -3.85 -1.98 -2.88 0.116
H -4.87 -3.40 -2.83 0.077
H -4.91 -3.58 -0.30 0.079
H -5.39 -2.13 0.46 0.085
H -3.83 -2.21 -0.30 0.081
C 2.39 4.55 6.77 -0.098
O 2.81 4.83 5.40 -0.194
C 2.43 6.15 4.90 -0.139
C 3.23 7.39 5.53 -0.223
N 2.66 7.89 6.71 -0.073
C 1.73 9.09 6.51 -0.166
C 2.52 10.34 6.30 -0.233
O 2.98 10.87 7.54 -0.187
C 2.16 11.87 8.19 -0.093
H 1.40 4.88 7.07 0.066
H 3.13 4.89 7.48 0.085
H 2.43 3.47 6.91 0.075
H 1.37 6.38 4.89 0.107
H 2.73 6.05 3.85 0.080
H 3.18 8.17 4.78 0.098
H 4.30 7.31 5.76 0.118
H 2.14 7.08 7.01 0.069
H 1.12 9.03 7.41 0.123
H 1.13 8.87 5.63 0.107
H 1.88 11.07 5.80 0.115
H 3.37 10.27 5.63 0.124
H 1.22 11.41 8.50 0.072
H 1.89 12.68 7.51 0.080
H 2.49 12.28 9.14 0.083
C -0.39 -2.49 -2.52 -0.063
O -0.59 -1.94 -1.20 -0.185
C 0.58 -1.47 -0.54 -0.229
C 0.27 -0.80 0.82 -0.215
N 0.15 -1.74 1.88 -0.037
C -0.45 -1.11 3.10 -0.181
C 0.38 -0.06 3.79 -0.195
O 0.73 1.20 3.13 -0.220
C 1.63 1.99 3.91 -0.089
H 0.31 -3.33 -2.51 0.070
H -0.12 -1.64 -3.14 0.080
H -1.32 -2.94 -2.88 0.069
H 1.01 -0.74 -1.23 0.110
H 1.46 -2.08 -0.37 0.105
H -0.70 -0.39 0.54 0.123
H 1.06 -0.06 0.99 0.097
H -0.50 -2.46 1.59 0.105
H -0.67 -1.91 3.81 0.122
H -1.36 -0.55 2.90 0.100
H 1.24 -0.62 4.14 0.092
H -0.08 0.09 4.77 0.120
H 1.79 2.84 3.25 0.072
H 2.65 1.61 3.92 0.087
H 1.32 2.15 4.94 0.083
C -2.15 -5.80 -3.68 -0.140
O -2.74 -6.35 -2.56 -0.180
C -3.98 -7.00 -2.77 -0.194
C -5.15 -6.08 -3.17 -0.178
N -6.34 -6.86 -3.59 -0.058
C -6.31 -7.50 -4.91 -0.200
C -6.63 -6.60 -6.12 -0.196
O -5.56 -5.62 -6.27 -0.209
C -5.77 -4.53 -7.27 -0.070
H -2.59 -4.83 -3.92 0.077
H -2.17 -6.50 -4.51 0.096
H -1.11 -5.50 -3.56 0.073
H -4.19 -7.49 -1.82 0.122
H -3.82 -7.80 -3.48 0.110
H -4.87 -5.49 -4.05 0.084
H -5.46 -5.37 -2.40 0.107
H -7.26 -6.66 -3.22 0.105
H -6.96 -8.38 -4.96 0.112
H -5.34 -7.96 -5.04 0.105
H -7.62 -6.16 -5.99 0.110
H -6.82 -7.13 -7.05 0.109
H -5.01 -3.75 -7.37 0.060
H -6.64 -3.92 -7.03 0.066
H -6.07 -4.90 -8.25 0.079
C 3.61 -1.96 -2.49 -0.101
O 3.13 -1.00 -3.41 -0.196
C 2.93 -1.48 -4.74 -0.198
C 2.38 -0.35 -5.62 -0.207
N 1.00 0.00 -5.38 -0.036
C 0.71 1.15 -6.27 -0.200
C -0.60 1.70 -5.90 -0.278
O -0.72 2.22 -4.63 -0.152
C -1.97 2.86 -4.50 -0.107
H 2.97 -2.81 -2.26 0.065
H 3.76 -1.35 -1.60 0.071
H 4.62 -2.34 -2.67 0.089
H 2.41 -2.44 -4.76 0.117
H 3.94 -1.73 -5.04 0.117
H 2.61 -0.52 -6.67 0.119
H 3.00 0.52 -5.41 0.118
H 0.88 0.41 -4.46 0.113
H 0.68 0.89 -7.33 0.127
H 1.49 1.91 -6.27 0.124
H -1.40 0.97 -5.97 0.110
H -0.92 2.46 -6.61 0.129
H -2.12 3.85 -4.92 0.092
H -2.07 3.12 -3.44 0.089
H -2.84 2.22 -4.68 0.081
C 8.83 -0.91 4.07 -0.094
O 8.45 -2.25 4.43 -0.178
C 7.60 -2.38 5.50 -0.261
C 6.22 -1.86 5.08 -0.253
N 5.17 -2.04 6.05 -0.032
C 3.87 -1.79 5.38 -0.177
C 2.73 -1.62 6.47 -0.186
O 2.96 -0.45 7.30 -0.195
C 2.08 -0.38 8.41 -0.128
H 8.69 -0.11 4.80 0.088
H 8.24 -0.64 3.20 0.082
H 9.89 -0.84 3.81 0.082
H 7.99 -1.96 6.42 0.124
H 7.53 -3.45 5.67 0.124
H 5.95 -2.23 4.09 0.124
H 6.47 -0.85 4.76 0.102
H 5.36 -1.21 6.60 0.105
H 3.50 -2.63 4.80 0.120
H 3.86 -0.86 4.81 0.105
H 2.61 -2.53 7.05 0.117
H 1.77 -1.52 5.96 0.086
H 2.27 -1.05 9.25 0.084
H 1.12 -0.78 8.10 0.073
H 1.90 0.64 8.75 0.084
C 0.29 -4.37 -7.32 -0.077
C 0.01 -2.88 -7.23 -0.335
O -0.37 -2.62 -5.91 -0.104
H 0.78 -4.68 -8.24 0.068
H -0.64 -4.93 -7.23 0.074
H 1.01 -4.72 -6.57 0.066
H -0.77 -2.63 -7.95 0.095
H 0.78 -2.15 -7.47 0.103
H 0.02 -1.79 -5.63 0.020
C -3.75 2.81 1.98 -0.081
C -2.49 2.38 2.68 -0.345
O -1.43 2.42 1.77 -0.072
H -3.57 3.85 1.70 0.072
H -4.64 2.99 2.58 0.071
H -4.01 2.23 1.09 0.080
H -2.61 1.43 3.20 0.100
H -2.14 3.10 3.41 0.095
H -0.66 2.39 2.34 0.043
C 1.84 -5.57 -1.12 -0.080
C 2.38 -6.15 -2.41 -0.311
O 3.73 -5.69 -2.67 -0.089
H 0.91 -6.08 -0.88 0.082
H 1.69 -4.49 -1.18 0.041
H 2.58 -5.86 -0.37 0.082
H 1.71 -5.91 -3.24 0.098
H 2.41 -7.23 -2.30 0.107
H 3.92 -6.04 -3.54 0.072
C -1.23 4.04 6.22 -0.088
C -1.92 5.34 5.83 -0.326
O -1.06 6.45 5.94 -0.080
H -0.60 3.74 5.39 0.060
H -2.04 3.32 6.32 0.076
H -0.77 4.02 7.21 0.075
H -2.66 5.46 6.63 0.107
H -2.43 5.26 4.87 0.110
H -1.62 7.20 5.74 0.085
C 2.66 5.09 1.27 -0.153
O 2.07 6.34 0.99 -0.136
H 2.17 4.70 2.16 0.049
H 2.54 4.55 0.33 0.089
H 3.66 5.36 1.62 0.085
H 2.37 7.01 1.62 0.061
C 3.51 1.15 0.72 -0.115
O 4.76 0.95 1.40 -0.133
H 2.73 1.37 1.45 0.051
H 3.74 2.11 0.27 0.079
H 3.33 0.30 0.06 0.070
H 4.90 0.00 1.43 0.061
```

Values from the calculation:
Relative energy (zero: lowest compared OMol25 entry of this formula, charge and spin) in kJ/mol: 501.0
HOMO level in eV: -8.36